{
  "formula": "C4H10O",
  "method": "ωB97M-V/def2-TZVPD",
  "de_lowest_ev": 4.595,
  "e_tot_ha": -233.476068,
  "largest_force_ev_per_a": 3.7,
  "homo_ev": -8.18,
  "elements": ["C", "C", "H", "H", "H", "H", "H", "H", "H", "H", "H", "C", "O", "H", "C"],
  "coordinates": [[0.333, -1.752, 1.110], [0.416, -0.679, 0.145], [-0.557, -1.912, 1.709], [0.508, 1.358, -1.627], [0.125, 1.348, 0.823], [-1.204, 1.559, -1.824], [1.429, -0.382, -0.122], [0.292, 2.247, 2.092], [1.258, -2.078, 1.606], [-0.462, 0.140, -2.527], [-0.088, -2.549, -0.518], [-0.444, 0.830, -1.658], [0.631, 2.105, 1.203], [-1.619, -0.291, -0.047], [-0.617, 0.057, -0.366]],
  "nbo_charge": [-0.3789, -0.2273, 0.2125, 0.2218, 0.4792, 0.2171, 0.2166, 0.4620, 0.2187, 0.2081, 0.0928, -0.6318, -0.9774, 0.1932, -0.3066]
}

=====

{
  "formula": "C58H48AsBr3FLaN2O5P2S",
  "method": "ωB97M-V/def2-TZVPD",
  "de_lowest_ev": 0.121,
  "e_tot_ha": -13895.138959,
  "largest_force_ev_per_a": 3.6,
  "homo_ev": -6.86,
  "elements": ["C", "H", "N", "C", "C", "C", "H", "H", "C", "H", "C", "H", "C", "H", "C", "C", "H", "C", "C", "H", "H", "H", "O", "C", "C", "H", "C", "C", "C", "H", "C", "C", "N", "H", "Br", "H", "H", "H", "C", "C", "C", "H", "C", "H", "H", "C", "H", "Br", "C", "C", "C", "C", "C", "C", "H", "C", "H", "H", "C", "H", "H", "O", "C", "H", "C", "C", "H", "H", "H", "H", "H", "H", "C", "H", "C", "S", "C", "H", "Br", "C", "C", "H", "H", "H", "H", "P", "H", "O", "F", "C", "H", "C", "C", "C", "C", "P", "C", "C", "O", "C", "C", "C", "La", "C", "H", "H", "C", "C", "C", "H", "H", "C", "C", "H", "O", "C", "H", "H", "C", "H", "As", "C"],
  "coordinates": [[1.950, -6.355, 2.228], [-7.440, 2.597, 3.944], [0.008, 2.120, 0.297], [-1.888, 4.246, 2.888], [5.622, -0.703, -3.438], [1.330, -0.597, -4.708], [-1.198, -4.945, 2.104], [6.902, 0.907, -3.039], [-4.041, -0.231, -4.219], [1.097, -0.159, -6.755], [6.748, -2.711, 0.156], [1.438, 5.686, -0.293], [3.503, -0.676, -2.361], [0.817, 5.823, 4.271], [6.236, -4.908, -0.737], [1.778, 3.716, 0.465], [6.579, -5.899, -1.056], [-2.768, 0.402, 5.208], [7.149, -4.016, -0.245], [-8.068, 2.966, 1.795], [-0.773, -2.648, -2.945], [2.172, 0.055, -4.680], [0.115, -0.940, 2.000], [4.379, -1.356, -3.167], [1.172, 2.466, 0.792], [0.946, -3.380, -1.483], [-2.802, 3.788, -1.461], [0.624, -4.208, 1.213], [-1.734, 2.927, 3.355], [-4.998, -0.703, -4.424], [-0.531, -1.248, -5.985], [-1.656, 0.902, -3.439], [-2.221, -0.008, -2.665], [0.103, -3.306, 0.723], [-4.362, 3.154, -2.342], [4.250, -2.215, -3.813], [6.215, -1.154, -4.225], [8.235, -4.289, -0.124], [2.685, -5.381, 1.569], [0.228, 3.752, 4.547], [4.871, -4.486, -0.792], [-2.970, 5.845, -2.072], [0.893, -1.402, -3.655], [-1.946, -2.440, -5.011], [-2.893, -0.227, 7.224], [5.395, -2.362, 0.218], [7.483, -2.016, 0.634], [-0.463, 7.175, -1.107], [3.892, 0.461, -1.593], [0.682, -0.665, -5.909], [-4.458, 2.039, 2.347], [1.092, 4.691, -0.154], [-2.276, 1.416, -4.598], [-2.348, 5.103, -1.606], [1.184, 1.132, 2.425], [-2.874, -2.200, 4.534], [-0.440, 1.726, 4.573], [5.020, -1.403, 0.625], [-0.725, 3.096, -0.394], [-2.643, 4.494, 2.193], [-2.835, -3.264, 4.173], [1.069, -0.309, -1.026], [-2.848, -1.851, 5.869], [-4.170, 1.875, 0.267], [5.988, 0.446, -2.744], [-0.094, -5.097, 1.939], [-2.730, 1.476, 5.476], [-0.029, -6.932, 2.966], [1.019, -1.247, 1.928], [-6.653, 2.629, -0.183], [2.464, -7.325, 2.445], [-4.866, 1.795, 4.399], [-0.642, 2.721, 4.214], [-1.070, 6.349, 2.736], [-3.427, 0.751, -5.026], [-2.844, -1.867, 1.774], [-6.251, 2.476, 0.832], [5.423, 1.892, -1.226], [-4.249, -1.592, -1.736], [-1.080, 5.378, -1.115], [-2.770, -0.527, 6.203], [4.112, -5.202, -1.164], [-3.564, 1.857, -6.599], [-1.735, 2.221, -5.070], [3.763, -5.540, 1.346], [1.734, -1.186, -2.091], [1.102, 3.559, 5.219], [-3.904, 1.017, -6.268], [-1.205, -2.492, -0.925], [-7.087, 2.589, 1.935], [2.780, 3.860, 0.864], [4.473, -3.281, -0.265], [-6.645, 2.472, 3.247], [-2.000, 2.788, -0.885], [2.000, -4.299, 1.068], [2.748, -2.943, 0.161], [-2.772, 0.080, 3.891], [-5.278, 2.203, 3.482], [2.619, -1.629, 0.958], [5.147, 0.977, -1.759], [0.570, -6.184, 2.448], [-4.912, 2.139, 1.030], [-1.292, -0.337, -0.089], [1.880, 1.538, 1.670], [2.579, -3.559, -2.091], [-0.282, -1.695, 2.369], [-0.976, 5.295, 3.132], [-2.873, -1.258, 3.460], [0.087, 5.015, 3.989], [-2.936, -2.602, 6.630], [-0.654, 1.232, -3.082], [-0.302, -2.077, -3.775], [-1.048, -1.959, -4.944], [3.110, 0.889, -0.955], [-2.493, 1.590, -0.730], [1.927, -2.917, -1.468], [-0.978, -1.339, -6.984], [2.170, 0.616, 1.200], [-3.406, -0.512, -3.032], [2.755, 1.989, 2.175], [-2.637, 1.466, 2.460], [-0.259, 4.396, -0.554]],
  "mulliken_charge": [-0.6080, 0.4006, 1.5853, -0.5356, -0.7294, -0.8630, 0.4188, 0.4605, -1.1151, 0.4162, -0.5980, 0.4380, 0.6406, 0.2904, -0.8757, -1.3890, 0.4092, 0.2851, -0.4619, 0.3813, -0.1243, 0.5521, -0.2144, -0.4413, 0.9207, 0.9658, 0.1213, 0.2418, 0.0726, 0.5502, -0.4869, -0.0545, 1.1030, -0.2650, -0.1814, 0.4504, 0.4287, 0.3310, -0.5782, -0.8047, -0.5087, 0.5585, 0.6691, 0.7487, 0.3828, -0.2443, 0.3473, -0.2598, -0.6532, -1.0362, 0.2617, -1.6194, -1.1631, -0.3282, -0.4421, -0.6092, 0.5118, 0.3733, -1.4522, 0.4093, 0.2309, 1.8907, -0.7569, -0.4485, -0.6491, -0.9259, 0.2985, 0.3691, -0.0020, 0.3180, 0.3273, 0.2725, -0.3920, 0.3288, 0.7304, -0.4979, -0.9136, 0.4460, -0.0347, 0.3347, -0.9138, 0.4385, 0.3489, 0.4155, 0.4119, -0.0601, 0.3103, -0.6100, -0.7116, -0.4977, 0.5413, 0.3294, -0.8007, 0.2016, 0.3861, 1.7460, 0.2669, -0.4150, -1.0997, -0.5248, -0.5216, 0.4773, 1.5000, -0.5622, 0.7663, 0.1467, -0.7692, -0.6028, -0.2851, 0.4181, 0.1261, -0.3343, -0.7975, 0.0315, 0.9500, -1.7748, 0.4000, -0.4413, -0.2165, 0.6394, 1.5615, 1.5159]
}

=====

{
  "formula": "C7H10BN3",
  "method": "ωB97M-V/def2-TZVPD",
  "de_lowest_ev": 0.162,
  "e_tot_ha": -461.799372,
  "largest_force_ev_per_a": 3.8,
  "homo_ev": -6.23,
  "elements": ["N", "C", "C", "C", "C", "H", "N", "H", "N", "B", "C", "H", "H", "H", "C", "H", "H", "H", "C", "H", "H"],
  "coordinates": [[-1.573, -0.947, 3.085], [-0.088, 0.996, 0.223], [-0.077, -2.665, -0.506], [0.249, 2.257, -0.212], [0.926, 0.052, -1.702], [-1.053, 1.824, 1.583], [0.031, -1.338, 0.152], [1.014, -3.124, -0.621], [-0.735, 0.901, 1.417], [-1.134, -0.182, 2.079], [1.301, 1.320, -2.159], [-1.033, -0.907, 3.997], [1.701, 1.494, -3.114], [-2.206, -1.786, 2.766], [0.298, -0.216, -0.448], [1.361, -0.743, -2.226], [1.374, 3.393, -1.747], [-0.346, -2.555, -1.636], [0.906, 2.447, -1.437], [-0.099, 3.007, 0.362], [-0.816, -3.228, 0.145]],
  "nbo_charge": [-1.1480, 0.0649, -0.4297, -0.2238, -0.3227, 0.4288, -0.6360, 0.1817, -0.8377, 1.1523, -0.1850, 0.4424, 0.2040, 0.4543, 0.1839, 0.1980, 0.2061, 0.1814, -0.2953, 0.1792, 0.2013]
}

=====

{
  "formula": "C2H8NO",
  "method": "ωB97M-V/def2-TZVPD",
  "de_lowest_ev": 0.303,
  "total_charge": -2,
  "e_tot_ha": -210.803208,
  "s_squared": 0.751,
  "largest_force_ev_per_a": 1.7,
  "homo_ev": [4.43, -0.09],
  "spin_multiplicity": 2,
  "elements": ["H", "H", "H", "H", "H", "O", "H", "H", "H", "C", "C", "N"],
  "coordinates": [[-0.805, -1.595, -1.583], [-0.577, -0.226, -2.657], [0.432, 1.177, 3.560], [0.743, -0.991, -2.092], [0.160, 1.146, -0.694], [-0.195, 1.274, 2.847], [-1.292, 0.257, -0.040], [0.087, -0.067, 1.541], [1.442, -0.040, 0.574], [-0.239, -0.656, -1.699], [-0.281, 0.180, -0.430], [0.525, -0.459, 0.672]],
  "mulliken_spin": [-0.4262, -1.3252, -0.0015, -0.7776, -0.1580, 0.0094, -0.2076, 0.0351, -0.0158, 4.0578, -0.0881, -0.1022]
}